Record 1
C20H27CrN2O3PS as an isolated structure in a non-equilibrium geometry. Source: OMol25; level of theory: the ωB97M-V functional and the def2-TZVPD basis.

Computed properties:
Energy in eV: -78843.5622
HOMO level (spin up / spin down) in Eh: -0.2855 / -0.3183

```
! RIJCOSX wB97M-V def2-TZVPD def2/J DEFGRID3
* xyz 0 5
Cr -0.018 -0.150 -0.097
S -0.305 3.539 3.743
P -1.199 1.274 -1.543
O -0.698 3.541 5.129
O -0.214 4.808 3.061
O -0.755 0.607 1.511
N -1.131 2.437 2.842
N 0.445 -3.405 -2.020
C 1.234 2.655 3.592
C -1.899 -1.111 -0.294
C -3.034 -0.311 -0.393
C -2.809 1.171 -0.634
C 2.495 3.070 4.006
C -0.607 -3.019 -2.928
C 2.089 0.644 2.588
C -0.781 -3.303 0.102
C 1.741 -3.516 -2.647
C 1.016 1.473 2.921
C 3.579 2.227 3.699
C 0.454 -2.838 -0.708
C -4.315 -0.870 -0.291
C 3.369 1.029 2.993
C -3.307 -3.044 0.033
C -2.023 -2.471 -0.066
C -1.686 0.617 -3.167
C -4.444 -2.252 -0.116
C -0.367 1.445 2.401
C -0.900 3.027 -1.820
H -0.989 -4.354 -0.153
H 1.755 0.555 -0.491
H 1.391 1.137 -0.069
H -0.792 0.603 -3.803
H -2.460 1.260 -3.610
H -5.190 -0.221 -0.361
H 2.613 4.011 4.535
H -3.601 1.649 -1.225
H -0.479 -3.287 1.164
H 0.607 -1.706 -0.794
H -0.710 3.522 -0.860
H 1.880 -0.257 2.007
H 2.430 -4.022 -1.958
H -3.395 -4.114 0.236
H 1.623 -4.107 -3.563
H 4.215 0.395 2.734
H -0.007 3.109 -2.455
H -0.507 -3.649 -3.823
H -1.757 3.492 -2.326
H 4.588 2.511 4.006
H -5.435 -2.700 -0.076
H -2.661 1.715 0.318
H 1.345 -3.249 -0.204
H -0.539 -1.964 -3.256
H 2.176 -2.536 -2.916
H -1.595 -3.172 -2.481
H -2.074 -0.404 -3.068
*
```

So, what does the Mulliken scheme give us? The charges, in e, come out as:
1 Cr -1.3825
2 S 1.1516
3 P 1.3597
4 O -0.6548
5 O -0.6397
6 O -0.3814
7 N -0.5627
8 N -0.0290
9 C 0.0658
10 C 0.3737
11 C 1.3997
12 C -1.4446
13 C -0.6099
14 C -0.7584
15 C -0.2897
16 C -1.6756
17 C -0.9794
18 C 0.4004
19 C -0.4497
20 C 0.2561
21 C -0.8172
22 C -0.7274
23 C -0.7574
24 C 0.5751
25 C -1.4185
26 C -0.7535
27 C 0.1136
28 C -1.2687
29 H 0.3455
30 H 0.0628
31 H 0.0882
32 H 0.3786
33 H 0.4196
34 H 0.4679
35 H 0.4218
36 H 0.6764
37 H 0.4985
38 H 0.1256
39 H 0.3668
40 H 0.6650
41 H 0.3337
42 H 0.4015
43 H 0.3302
44 H 0.3763
45 H 0.4012
46 H 0.4672
47 H 0.3859
48 H 0.3705
49 H 0.3898
50 H 0.3510
51 H 0.6384
52 H 0.0857
53 H 0.2932
54 H 0.2443
55 H 0.3187


Record 2
C23H25MnN6O8S4SeSi as an isolated structure in a non-equilibrium geometry. Source: OMol25; level of theory: the ωB97M-V functional and the def2-TZVPD basis.

Computed properties:
Energy in eV: -197455.3328
HOMO level (spin up / spin down) in Eh: -0.1818 / -0.1780

```
! RIJCOSX wB97M-V def2-TZVPD def2/J DEFGRID3
* xyz -1 2
Se 0.508 1.573 -2.723
Mn -0.056 0.764 -0.443
S -5.012 -0.408 1.277
S -1.456 -1.223 1.872
S -2.105 3.401 -0.067
S -1.708 -1.591 -2.856
Si 4.101 1.284 -0.005
O 2.601 1.439 0.672
O 0.732 -5.281 0.263
O 0.046 -3.891 -1.229
O -1.828 0.482 -0.612
O 0.513 1.013 1.332
O 3.701 -3.982 3.726
O 4.223 -1.892 3.969
O 0.487 -1.306 -0.877
N 0.878 3.457 -0.142
N 0.662 -4.151 -0.210
N 3.611 -2.800 3.401
N 1.484 0.569 0.588
N -1.683 5.980 -0.310
N 0.207 4.669 -0.238
C -2.761 -2.892 0.425
C -5.804 1.708 0.070
C 4.028 1.162 -1.903
C 1.844 -0.779 0.922
C 1.168 -1.739 0.089
C -2.254 -3.634 1.514
C -2.791 -0.488 -0.512
C 1.337 -3.108 0.478
C -2.780 -2.152 -4.072
C 4.868 2.926 0.609
C -2.407 -1.579 0.470
C 2.779 -2.454 2.316
C -4.087 -2.012 -3.724
C 5.207 -0.155 0.585
C 2.136 -3.436 1.566
C -4.078 0.178 -0.054
C -4.627 1.298 -0.593
C -6.136 0.885 1.095
C -3.041 -1.133 -1.866
C -1.518 -2.874 2.362
C -4.238 -1.423 -2.453
C -1.139 4.730 -0.237
C 2.598 -1.096 2.007
H 5.291 -0.231 1.665
H -0.999 -3.175 3.252
H 4.860 -1.116 0.216
H 4.489 3.794 0.079
H -4.914 -2.303 -4.346
H -1.167 6.719 -0.760
H 6.211 -0.013 0.196
H 5.940 2.897 0.453
H -5.193 -1.232 -1.995
H 4.700 3.084 1.671
H 3.657 0.184 -2.205
H 3.048 -0.332 2.627
H 0.735 5.532 -0.345
H 5.015 1.287 -2.338
H 3.366 1.897 -2.359
H 1.306 3.315 0.772
H -2.420 -4.689 1.641
H -2.681 5.985 -0.438
H 1.574 3.353 -0.878
H -2.386 -2.559 -4.982
H 2.255 -4.477 1.829
H -6.367 2.580 -0.211
H -4.188 1.812 -1.427
H -3.368 -3.303 -0.361
H -6.973 0.955 1.760
*
```

So, what does the Mulliken scheme give us? The charges, in e, come out as:
1 Se -0.4422
2 Mn 0.1228
3 S -0.0998
4 S -0.0236
5 S -0.2845
6 S 0.1774
7 Si 0.5571
8 O -0.6592
9 O -0.7166
10 O -0.5660
11 O -0.3867
12 O -0.9126
13 O -0.6781
14 O -0.6682
15 O -0.9385
16 N 0.0057
17 N 1.1923
18 N 1.0542
19 N 2.5854
20 N -0.5005
21 N -0.6193
22 C -0.2120
23 C -0.8690
24 C -0.9629
25 C -0.8288
26 C 1.5106
27 C -1.0460
28 C 3.6899
29 C -1.0174
30 C -0.6467
31 C -1.2187
32 C -0.8989
33 C -0.8211
34 C -0.8848
35 C -1.1697
36 C -0.6046
37 C -1.0332
38 C -0.6280
39 C -0.4943
40 C -0.7629
41 C -0.4390
42 C -0.2082
43 C 0.3577
44 C -0.1980
45 H 0.3470
46 H 0.5494
47 H 0.2830
48 H 0.3106
49 H 0.4161
50 H 0.1951
51 H 0.4642
52 H 0.3674
53 H 0.5307
54 H 0.3316
55 H 0.2591
56 H 0.8680
57 H 0.2080
58 H 0.4430
59 H 0.2057
60 H 0.2293
61 H 0.4360
62 H 0.2404
63 H 0.2054
64 H 0.4479
65 H 0.6516
66 H 0.4031
67 H 0.7407
68 H 0.6023
69 H 0.4514


Record 3
C47H43CdF9N2O3P2SSe3 as an isolated structure. Source: OMol25; level of theory: the ωB97M-V functional and the def2-TZVPD basis.

Computed properties:
Energy in eV: -313040.3519
Energy above the lowest of the compared OMol25 structures with the same formula, charge and spin in eV: 0.0000
HOMO level in Eh: -0.0461

```
! RIJCOSX wB97M-V def2-TZVPD def2/J DEFGRID3
* xyz -2 1
Cd -1.418 0.925 -0.227
Se -4.210 0.041 0.765
Se -0.836 3.136 -1.056
Se -2.041 1.465 3.498
S 2.367 -1.287 1.624
P -3.917 1.341 2.484
P 1.341 0.244 -1.603
F -0.809 2.399 -7.680
F 2.975 -6.236 -2.761
F 6.952 3.858 -0.392
F 4.914 -5.307 -2.997
F 7.200 2.338 1.128
F 5.934 4.056 1.503
F 0.884 3.734 -7.456
F 1.190 1.709 -8.142
F 3.559 -5.407 -4.677
O -3.416 -4.899 -3.236
O -0.799 -0.919 1.099
O -1.347 -0.961 -1.588
N 2.934 0.887 2.988
N 4.155 -0.974 3.639
C -5.094 5.427 0.706
C 4.726 -2.251 3.238
C -2.926 -4.118 -2.229
C -2.343 -2.894 -2.429
C 1.733 1.526 2.454
C 2.859 2.451 -0.831
C 3.605 -5.198 -3.341
C -3.442 -4.322 -4.525
C -6.088 4.567 1.160
C 2.916 1.075 -1.090
C -1.489 -1.940 1.155
C 6.286 3.154 0.559
C -3.760 5.083 0.861
C 2.837 -1.517 -3.354
C -6.069 0.882 5.977
C 3.879 1.790 3.621
C -6.446 0.346 3.284
C 2.070 1.792 -3.932
C 4.085 0.388 -0.764
C -0.105 0.792 -3.929
C 3.742 -0.991 5.040
C -2.579 -3.925 0.125
C 1.712 -2.513 -1.489
C -5.247 0.919 3.704
C -5.063 1.170 5.062
C -1.860 -2.106 -1.337
C 2.212 -3.760 -1.842
C -0.330 1.263 -5.211
C -4.404 3.008 1.901
C -1.828 -2.475 2.530
C 0.471 2.461 -7.263
C 5.177 1.050 -0.218
C 1.848 2.276 -5.212
C 5.113 2.417 0.007
C 2.032 -1.373 -2.221
C 3.950 3.119 -0.299
C -3.052 -4.655 -0.934
C 1.102 1.032 -3.272
C -7.456 0.065 4.198
C -7.273 0.340 5.546
C -5.746 3.354 1.739
C -3.412 3.883 1.472
C 0.651 2.001 -5.857
C 3.337 -2.756 -3.718
C 3.029 -3.877 -2.954
C 3.176 -0.425 2.780
C -1.965 -2.667 -0.021
H -2.433 -4.188 -4.927
H 5.576 -2.459 3.894
H -5.906 1.070 7.033
H 1.924 2.983 -1.020
H 1.964 -4.635 -1.254
H -1.504 -1.742 3.265
H -1.274 1.071 -5.704
H 1.049 -2.421 -0.637
H 1.323 2.193 3.217
H -2.905 -2.620 2.619
H -3.947 -3.354 -4.520
H 1.953 2.108 1.557
H 4.146 -0.682 -0.922
H 3.459 2.226 4.533
H 3.964 -2.857 -4.596
H -2.971 5.722 0.481
H -2.234 -2.456 -3.412
H 4.796 1.263 3.861
H -6.524 2.674 2.060
H -2.681 -4.350 1.116
H 3.008 2.024 -3.447
H 5.071 -2.193 2.209
H 4.615 -1.137 5.680
H 4.107 2.607 2.931
H 6.076 0.502 0.037
H 4.002 -3.070 3.305
H -1.318 -3.428 2.708
H -4.115 1.579 5.389
H -8.381 -0.386 3.857
H -2.367 3.621 1.578
H 2.608 2.864 -5.714
H 3.027 -1.805 5.229
H -6.572 0.100 2.236
H 0.987 0.776 2.203
H 3.262 -0.052 5.307
H 3.891 4.184 -0.103
H -0.879 0.238 -3.411
H -3.992 -5.014 -5.160
H -3.516 -5.625 -0.799
H -5.362 6.356 0.213
H -8.062 0.127 6.259
H 3.079 -0.653 -3.958
H -7.133 4.833 1.045
*
```

Here are the Mulliken charges for atoms 1 to 99, given in e:
1 Cd 1.4461
2 Se -0.4635
3 Se -1.0651
4 Se -0.4504
5 S -0.0329
6 P 0.8577
7 P 2.2112
8 F -0.2884
9 F -0.2839
10 F -0.2919
11 F -0.2753
12 F -0.3008
13 F -0.2687
14 F -0.2812
15 F -0.2780
16 F -0.2806
17 O -0.4867
18 O -0.1075
19 O -0.2645
20 N 0.3801
21 N 0.1118
22 C -0.3822
23 C -0.9799
24 C 1.2469
25 C -0.3783
26 C -0.3669
27 C -0.8229
28 C 0.8233
29 C -0.7662
30 C -0.6103
31 C 0.4209
32 C 0.6707
33 C 0.8697
34 C -0.7614
35 C 0.2153
36 C -0.5371
37 C -1.1832
38 C -0.4807
39 C 0.0611
40 C -0.5945
41 C -0.5178
42 C -1.1063
43 C -0.7501
44 C -0.0894
45 C 0.2385
46 C -0.5001
47 C -0.6851
48 C -1.1948
49 C -1.0279
50 C 0.5773
51 C -2.0679
52 C 0.8937
53 C -0.7045
54 C -1.3192
55 C 0.2481
56 C -0.5130
57 C -0.7706
58 C -1.1094
59 C 0.2742
60 C -0.6513
61 C -0.3839
62 C -0.3776
63 C -0.3653
64 C 0.4487
65 C -1.1380
66 C 0.4081
67 C -0.0205
68 C 0.3491
69 H 0.2921
70 H 0.3425
71 H 0.3657
72 H 0.0029
73 H 0.4938
74 H 0.2950
75 H 0.4440
76 H 0.1462
77 H 0.4125
78 H 0.4471
79 H 0.3116
80 H 0.0968
81 H 0.3402
82 H 0.2990
83 H 0.4099
84 H 0.3717
85 H 0.3819
86 H 0.3684
87 H 0.2644
88 H 0.3977
89 H 0.3410
90 H 0.2791
91 H 0.3402
92 H 0.3587
93 H 0.4249
94 H 0.3415
95 H 0.3903
96 H 0.2831
97 H 0.3656
98 H 0.2996
99 H 0.3739